(one)
2 unconnected molecules or ions with the total composition C2H2O2S. Source: the Open Molecules 2025 dataset; level of theory: ωB97M-V/def2-TZVPD.

Each line ends with the Löwdin charge.
Geometry (Å):
O: -1.50140 -1.27169 -0.26486  -0.664
O: -0.91359 1.18607 0.09982  -0.016
S: -2.64372 -0.41647 -0.03791  0.796
C: 0.14763 0.70598 0.03434  -0.305
C: 1.28706 0.08755 0.00596  0.028
H: 1.66735 -0.14443 1.00011  0.077
H: 1.95668 -0.14700 -0.83745  0.084

orbital gap (alpha / beta)	7.5 / 7.5	eV
HOMO (alpha / beta)	-8.3 / -8.3	eV
molecular weight	90.10	g/mol
net charge	0
structure (SMILES)	C=C=O.O=S
spin multiplicity	1

=====

(two)
A single C2H2O2S molecule. Source: the Open Molecules 2025 dataset; level of theory: ωB97M-V/def2-TZVPD.

Each line ends with the Löwdin charge.
Geometry (Å):
C: 0.61224 0.18140 0.15275  -0.694
H: 0.44765 -0.70937 2.19022  0.161
H: -1.21692 -0.36464 -0.89859  -0.169
O: 1.74724 0.59431 0.45665  0.001
S: -0.38178 0.52179 -1.28447  0.890
C: -0.19632 -0.61849 1.22046  -0.235
O: -1.19947 -1.17582 0.92094  0.046

orbital gap	9.4	eV
HOMO	-10.2	eV
molecular weight	90.10	g/mol
net charge	0
structure (SMILES)	O=CC(=O)S
spin multiplicity	1

=====

Ordering by calculated energy gives the sequence (two), (one), with the first entry being the most stable.